ORCA calculation (ωB97M-V/def2-TZVPD) on a molecular structure, C29H23AuN5O2.

- ΔE to the lowest compared entry with this formula, charge and spin: 0.00 kcal per mole
- LUMO level: -11.2 eV
- E_HOMO: -17.0 eV
- Frontier orbital gap: 5.8 eV
- Total charge: +3

Each line ends with the natural charge from an NBO analysis.
Atoms and positions in Å:
Au 1.168 -0.072 -0.262  1.44
C 1.516 3.477 -2.759  -0.09
O 2.740 3.221 -1.952  -0.37
C 2.533 2.143 -1.294  0.63
N 1.410 1.506 -1.494  -0.54
C 0.611 2.233 -2.536  -0.10
C -0.790 2.593 -2.123  -0.02
C -1.850 2.316 -2.977  -0.24
C -3.138 2.712 -2.633  -0.18
C -3.363 3.383 -1.439  -0.18
C -2.302 3.663 -0.583  -0.19
C -1.018 3.270 -0.925  -0.26
C 3.515 1.580 -0.345  0.13
C 4.766 2.034 0.011  -0.13
C 5.483 1.291 0.956  -0.07
C 4.942 0.132 1.516  -0.13
C 3.684 -0.259 1.095  0.15
N 3.027 0.455 0.188  -0.41
C 2.877 -1.428 1.501  0.62
N 1.658 -1.597 1.068  -0.55
C 1.179 -2.956 1.601  -0.10
C 2.392 -3.363 2.473  -0.09
O 3.405 -2.318 2.257  -0.37
C -0.161 -2.955 2.316  -0.01
C -0.312 -3.386 3.631  -0.21
C -1.570 -3.417 4.223  -0.17
C -2.693 -3.058 3.500  -0.16
C -2.556 -2.667 2.175  -0.18
C -1.302 -2.627 1.589  -0.26
H 1.832 3.603 -3.789  0.26
H 1.083 4.396 -2.376  0.25
H 0.599 1.601 -3.423  0.24
H -1.672 1.823 -3.927  0.23
H -3.961 2.514 -3.307  0.25
H -4.362 3.715 -1.187  0.25
H -2.475 4.214 0.332  0.25
H -0.188 3.546 -0.278  0.21
H 5.164 2.942 -0.426  0.29
H 6.470 1.620 1.258  0.29
H 5.475 -0.453 2.254  0.29
H 1.112 -3.626 0.744  0.24
H 2.844 -4.303 2.172  0.25
H 2.194 -3.366 3.536  0.24
H 0.522 -3.725 4.227  0.22
H -1.664 -3.720 5.257  0.25
H -3.674 -3.127 3.950  0.25
H -3.440 -2.440 1.592  0.22
H -1.210 -2.426 0.530  0.18
N -5.801 -1.193 -2.224  -0.10
C -4.701 -1.040 -1.931  0.18
C -3.333 -0.845 -1.551  -0.01
C -2.301 -1.411 -2.300  -0.18
C -1.002 -1.188 -1.911  0.04
N -0.723 -0.457 -0.815  -0.49
C -1.707 0.091 -0.078  0.08
C -3.026 -0.082 -0.426  -0.18
H -2.507 -2.009 -3.177  0.29
H -0.169 -1.599 -2.466  0.24
H -1.428 0.670 0.792  0.25
H -3.804 0.370 0.173  0.28

ORCA calculation (ωB97M-V/def2-TZVPD) on a molecular structure, C25H60N4SbSi5Sn.

- ΔE to the lowest compared entry with this formula, charge and spin: 16.52 kcal per mole
- LUMO level: -9.4 eV
- E_HOMO: -15.1 eV
- Frontier orbital gap: 5.7 eV
- Total charge: +3

Each line ends with the Löwdin charge.
Atoms and positions in Å:
Sn -0.315 0.352 -0.087  0.91
C -3.634 -1.258 -1.075  -0.16
Si -2.258 -2.430 -0.681  0.45
C -2.628 -4.108 -1.370  -0.17
C -1.990 -2.575 1.163  -0.18
N -0.781 -1.473 -1.201  -0.14
C 0.214 -1.902 -1.923  -0.25
C 0.247 -3.181 -2.601  0.00
C 1.326 -3.556 -3.305  0.00
C 2.483 -2.690 -3.433  0.01
C 2.533 -1.495 -2.822  -0.02
C 1.427 -1.032 -2.017  -0.28
N 1.433 0.080 -1.341  -0.15
Si 2.968 1.028 -1.031  0.44
C 4.110 -0.115 -0.114  -0.14
C 2.384 2.355 0.140  -0.21
C 3.653 1.769 -2.588  -0.14
H -4.560 -1.587 -0.595  0.07
H -3.815 -1.208 -2.151  0.04
H -3.401 -0.255 -0.717  -0.02
H -3.582 -4.407 -0.925  0.06
H -1.889 -4.862 -1.094  0.05
H -2.757 -4.124 -2.455  0.05
H -2.664 -3.329 1.577  0.05
H -2.187 -1.627 1.671  0.01
H -0.966 -2.881 1.391  0.04
H -0.618 -3.823 -2.550  0.08
H 1.336 -4.519 -3.798  0.13
H 3.314 -3.016 -4.044  0.13
H 3.398 -0.860 -2.953  0.09
H 3.542 -0.741 0.580  0.04
H 4.839 0.460 0.460  0.05
H 4.665 -0.777 -0.782  0.04
H 2.146 1.928 1.119  0.02
H 1.499 2.881 -0.227  -0.03
H 3.171 3.098 0.294  0.07
H 4.290 1.075 -3.139  0.05
H 4.275 2.630 -2.328  0.06
H 2.867 2.109 -3.264  0.01
N 1.051 0.843 6.522  0.06
C 1.922 -0.126 5.767  -0.09
C 1.630 0.018 4.274  -0.20
N 0.223 -0.161 3.927  -0.06
C -0.623 0.716 4.729  -0.20
C -0.401 0.564 6.233  -0.09
H 1.273 1.794 6.220  0.18
H 1.240 0.800 7.525  0.19
H 1.672 -1.124 6.125  0.14
H 2.966 0.081 5.997  0.14
H 2.242 -0.701 3.732  0.13
H 1.932 1.020 3.948  0.12
H -0.052 -1.131 4.039  0.12
H -1.674 0.534 4.511  0.13
H -0.400 1.749 4.440  0.12
H -0.595 -0.457 6.558  0.14
H -1.023 1.244 6.811  0.14
C -5.196 1.858 -0.995  -0.21
Si -4.155 2.311 -2.466  0.42
C -4.089 1.130 -3.897  -0.22
C -4.424 4.066 -2.976  -0.20
Sb -1.549 2.438 -1.693  0.84
Si -1.647 4.231 0.217  0.31
C -0.023 4.663 1.018  -0.21
C -2.410 5.761 -0.528  -0.20
C -2.756 3.417 1.482  -0.22
Si -0.047 3.436 -3.664  0.38
C -1.210 4.564 -4.557  -0.21
C 0.408 1.891 -4.590  -0.22
C 1.274 4.408 -2.800  -0.20
H -5.952 1.119 -1.270  0.05
H -5.715 2.752 -0.641  0.05
H -4.626 1.446 -0.167  0.00
H -5.002 0.531 -3.940  0.05
H -3.238 0.452 -3.846  0.01
H -4.019 1.692 -4.831  0.04
H -5.368 4.122 -3.532  0.06
H -3.640 4.438 -3.633  0.00
H -4.510 4.735 -2.121  0.02
H 0.664 5.166 0.334  0.04
H 0.486 3.793 1.436  0.01
H -0.240 5.358 1.835  0.05
H -2.139 5.912 -1.574  0.02
H -2.065 6.636 0.030  0.05
H -3.499 5.739 -0.457  0.03
H -2.227 2.618 2.010  0.01
H -3.636 2.983 1.006  0.00
H -3.106 4.146 2.218  0.05
H -2.023 4.024 -5.044  0.04
H -0.663 5.105 -5.338  0.06
H -1.629 5.312 -3.882  0.03
H -0.445 1.565 -5.189  0.04
H 0.675 1.085 -3.904  0.00
H 1.247 2.050 -5.274  0.05
H 0.807 5.235 -2.260  0.04
H 1.969 4.839 -3.526  0.06
H 1.855 3.816 -2.095  -0.01

ORCA calculation (ωB97M-V/def2-TZVPD) on C2H4ClN in the gas phase.

- ΔE to the lowest compared entry with this formula, charge and spin: 14.88 kcal per mole
- LUMO level: 0.9 eV
- E_HOMO: -10.0 eV
- Frontier orbital gap: 10.9 eV

Each line ends with the natural charge from an NBO analysis.
Atoms and positions in Å:
H 1.419 2.399 -0.187  0.38
N 0.710 1.717 0.017  -0.65
C 0.796 0.408 -0.053  0.34
C -0.412 -0.577 -0.022  -0.67
Cl 2.486 -0.346 0.029  -0.12
H -0.483 -0.995 -0.931  0.23
H -1.280 0.057 0.164  0.24
H -0.486 -1.225 0.820  0.24

ORCA calculation (ωB97M-V/def2-TZVPD) on C5H10O in the gas phase.

- ΔE to the lowest compared entry with this formula, charge and spin: 25.38 kcal per mole
- LUMO level: 1.1 eV
- E_HOMO: -10.0 eV
- Frontier orbital gap: 11.2 eV

Each line ends with the natural charge from an NBO analysis.
Atoms and positions in Å:
C 1.893 0.468 -0.815  -0.61
C 0.783 0.966 0.109  -0.43
C 0.240 -0.147 0.971  0.07
O -0.922 0.121 1.745  -0.50
C -1.016 -0.867 0.724  0.06
C -1.962 -0.587 -0.414  -0.64
H 2.711 0.018 -0.240  0.20
H 2.315 1.290 -1.403  0.21
H 1.520 -0.290 -1.513  0.20
H 1.171 1.751 0.771  0.21
H -0.026 1.424 -0.469  0.21
H 1.014 -0.692 1.523  0.17
H -1.077 -1.887 1.114  0.18
H -1.868 0.438 -0.780  0.21
H -2.995 -0.728 -0.078  0.22
H -1.780 -1.278 -1.245  0.21

ORCA calculation (ωB97M-V/def2-TZVPD) on 7 unconnected molecules or ions with the total composition C7H28N14O7.

- ΔE to the lowest compared entry with this formula, charge and spin: 47.51 kcal per mole
- LUMO level: -0.2 eV
- E_HOMO: -8.8 eV
- Frontier orbital gap: 8.6 eV

Each line ends with the natural charge from an NBO analysis.
Atoms and positions in Å:
N -1.336 3.391 0.731  -0.87
C -1.271 4.582 1.349  0.77
N -2.308 4.850 2.145  -0.82
O -0.362 5.409 1.069  -0.70
H -0.617 3.150 0.060  0.44
H -2.207 2.945 0.486  0.38
H -2.460 5.716 2.633  0.42
H -3.013 4.130 2.145  0.38
N -3.646 -3.538 3.505  -0.83
C -2.810 -4.119 2.619  0.76
N -3.182 -3.981 1.338  -0.85
O -1.814 -4.753 2.931  -0.67
H -3.456 -3.518 4.492  0.42
H -4.287 -2.901 3.061  0.38
H -3.981 -3.376 1.240  0.38
H -2.844 -4.664 0.681  0.41
N 3.205 -0.904 -1.702  -0.89
C 3.609 0.112 -2.501  0.77
N 3.170 0.068 -3.719  -0.82
O 4.219 1.087 -2.051  -0.72
H 3.013 -1.841 -2.040  0.44
H 3.437 -0.617 -0.762  0.41
H 2.735 -0.740 -4.131  0.40
H 3.394 0.925 -4.202  0.41
N 3.013 3.690 -1.674  -0.80
C 2.026 4.042 -0.931  0.77
N 1.586 5.311 -0.961  -0.85
O 1.313 3.164 -0.415  -0.76
H 3.555 4.480 -1.994  0.37
H 3.452 2.780 -1.646  0.45
H 2.256 6.065 -0.974  0.37
H 0.663 5.590 -0.662  0.44
N -1.993 -0.707 4.035  -0.86
C -1.861 0.592 4.300  0.75
N -1.256 1.300 3.336  -0.84
O -1.982 0.945 5.482  -0.70
H -1.657 -1.062 3.152  0.41
H -2.093 -1.228 4.891  0.40
H -1.234 0.846 2.434  0.41
H -1.293 2.305 3.395  0.40
N 0.155 0.063 -0.592  -0.85
C -0.571 -0.831 0.093  0.79
N -0.391 -2.077 -0.400  -0.85
O -1.242 -0.615 1.059  -0.70
H 0.010 0.979 -0.190  0.41
H 1.089 -0.182 -0.881  0.41
H -0.094 -2.183 -1.356  0.38
H -0.645 -2.917 0.096  0.41
N 1.477 -5.092 -3.608  -0.81
C 1.689 -3.838 -3.443  0.77
N 0.750 -3.004 -3.944  -0.85
O 2.531 -3.363 -2.726  -0.70
H 2.230 -5.640 -3.219  0.43
H 0.706 -5.340 -4.205  0.40
H 0.745 -2.046 -3.633  0.41
H -0.123 -3.440 -4.196  0.38

ORCA calculation (ωB97M-V/def2-TZVPD) on 2 unconnected molecules or ions with the total composition C3H8OS.

- Expectation value of S²: 0.7565
- 2S+1: 2
- ΔE to the lowest compared entry with this formula, charge and spin: 36.28 kcal per mole
- LUMO level (spin up / spin down): 3.5 / 3.5 eV
- E_HOMO (spin up / spin down): -0.6 / -2.3 eV
- Frontier orbital gap (spin up / spin down): 4.1 / 5.8 eV
- Total charge: -1

Each line ends with the natural charge from an NBO analysis.
Atoms and positions in Å:
C 1.997 -2.696 -0.395  -0.79
S 0.122 -2.107 -0.776  -0.76
H 2.101 -3.780 -0.347  0.17
H 2.773 -2.186 -0.996  0.16
H 2.106 -2.159 0.552  0.18
H -0.975 -1.323 -0.893  0.08
O -1.800 0.721 -0.770  -0.48
C -1.684 1.388 0.212  0.44
C -0.712 2.527 0.469  -0.71
H -2.252 1.208 1.156  0.07
H -0.281 3.008 -0.403  0.22
H -0.025 2.148 1.229  0.24
H -1.371 3.250 0.962  0.20